Entry 1:
Density functional theory data (ωB97M-V/def2-TZVPD) for C48H58MgN6O2 as an isolated structure.

Values from the calculation:
Net charge: 0
Spin multiplicity: 1
LUMO (Ha): -0.05755

Each line ends with the Mulliken charge.
Cartesian coordinates (Å):
Mg -1.582 -0.103 -0.096  0.71
C 4.445 1.124 4.377  -1.72
C 4.426 0.366 3.040  1.98
C 5.156 -0.976 3.201  -1.68
C 5.174 1.205 2.004  -2.07
C 2.985 0.100 2.616  -0.57
C 2.463 0.548 1.453  -0.14
C 1.089 0.307 1.133  -0.69
N 0.439 0.874 0.103  -0.30
C 1.079 1.482 -0.909  -0.41
C 2.289 0.983 -1.465  -0.59
C 2.891 1.604 -2.508  -0.49
C 2.316 2.841 -2.960  0.22
C 1.176 3.416 -2.483  -0.03
C 0.464 2.744 -1.390  0.73
O -0.526 3.196 -0.808  -0.76
C 0.729 4.753 -3.118  1.51
C 1.828 5.801 -2.876  -1.72
C 0.540 4.557 -4.632  -1.60
C -0.582 5.328 -2.567  -1.64
C 4.105 0.962 -3.184  2.16
C 4.647 1.809 -4.338  -2.26
C 3.708 -0.413 -3.743  -1.70
C 5.227 0.778 -2.150  -1.76
C 0.218 -0.398 2.066  1.72
O -0.981 -0.610 1.724  0.03
C 0.781 -0.818 3.329  -0.67
C 2.115 -0.606 3.518  0.05
C -0.081 -1.511 4.392  2.55
C -0.440 -2.914 3.882  -1.31
C -1.374 -0.716 4.662  -1.66
C 0.658 -1.646 5.727  -2.39
H 5.474 1.362 4.662  0.45
H 4.002 0.538 5.186  0.35
H 3.885 2.060 4.293  0.37
H 6.197 -0.806 3.493  0.48
H 5.149 -1.532 2.260  0.33
H 4.690 -1.602 3.967  0.30
H 6.206 1.349 2.329  0.47
H 4.716 2.192 1.884  0.38
H 5.195 0.712 1.028  0.29
H 3.042 1.173 0.789  0.87
H 2.649 0.026 -1.099  0.58
H 2.835 3.361 -3.756  0.46
H 2.771 5.519 -3.350  0.30
H 2.007 5.925 -1.806  0.39
H 1.519 6.767 -3.287  0.46
H 1.468 4.267 -5.130  0.31
H 0.194 5.490 -5.088  0.51
H -0.206 3.781 -4.829  0.31
H -0.482 5.641 -1.528  0.35
H -1.393 4.604 -2.608  -0.07
H -0.857 6.200 -3.169  0.53
H 3.896 1.955 -5.120  0.42
H 5.501 1.298 -4.788  0.45
H 4.989 2.788 -3.992  0.41
H 2.907 -0.311 -4.482  0.37
H 3.357 -1.079 -2.950  0.28
H 4.566 -0.887 -4.230  0.47
H 5.518 1.741 -1.722  0.35
H 6.108 0.330 -2.621  0.51
H 4.912 0.123 -1.333  0.27
H 2.554 -0.957 4.442  0.42
H -0.926 -2.845 2.907  -0.02
H -1.132 -3.409 4.571  0.43
H 0.458 -3.533 3.783  0.33
H -2.008 -0.675 3.781  0.11
H -1.141 0.307 4.974  0.40
H -1.931 -1.201 5.469  0.48
H 1.496 -2.347 5.668  0.36
H -0.038 -2.032 6.477  0.47
H 1.030 -0.680 6.081  0.45
C -8.722 -0.496 -1.413  -1.62
C -7.279 -0.724 -1.024  0.07
C -6.826 -1.964 -0.581  -1.09
C -5.503 -2.170 -0.250  -0.78
C -4.523 -1.144 -0.290  1.12
N -3.206 -1.317 0.088  0.23
C -2.882 -2.518 0.749  -0.33
C -3.557 -2.958 1.899  0.39
C -3.318 -4.189 2.478  -0.97
C -2.351 -5.048 1.962  0.51
C -2.084 -6.403 2.571  -1.77
C -1.604 -4.594 0.892  -0.38
C -1.846 -3.357 0.298  -0.02
N -1.005 -2.982 -0.807  0.12
C -0.362 -3.813 -1.659  -0.02
C 0.361 -3.041 -2.537  -1.65
C 0.102 -1.723 -2.142  -0.17
N -0.727 -1.695 -1.101  -0.20
C -4.984 0.073 -0.850  0.51
C -6.325 0.258 -1.186  -0.64
N -4.067 1.125 -1.228  0.12
C -4.430 2.339 -1.702  -0.44
C -3.385 2.857 -2.425  -1.07
C -2.385 1.887 -2.333  -0.64
N -2.782 0.846 -1.605  -0.54
H -9.380 -1.171 -0.864  0.39
H -8.881 -0.680 -2.480  0.29
H -9.038 0.528 -1.205  0.37
H -7.525 -2.793 -0.516  0.35
H -5.197 -3.159 0.056  0.42
H -4.314 -2.299 2.307  0.60
H -3.878 -4.482 3.360  0.32
H -2.736 -6.578 3.426  0.39
H -1.049 -6.490 2.911  0.34
H -2.261 -7.200 1.846  0.37
H -0.784 -5.206 0.528  0.45
H -0.481 -4.882 -1.610  0.49
H 0.983 -3.385 -3.347  0.45
H 0.458 -0.795 -2.568  0.74
H -6.640 1.198 -1.623  0.25
H -5.399 2.760 -1.498  0.50
H -3.354 3.811 -2.925  0.48
H -1.391 1.897 -2.756  1.13

***

Entry 2:
Density functional theory data (ωB97M-V/def2-TZVPD) for an isolated molecule of C4H6O2.

Values from the calculation:
Net charge: 0
Spin multiplicity: 1
LUMO (Ha): 0.03458

Each line ends with the Mulliken charge.
Cartesian coordinates (Å):
O -0.008 1.242 -1.305  -0.56
C 0.074 0.270 -0.324  0.79
C -0.881 -0.879 -0.240  -0.68
C -0.924 0.190 0.814  -0.63
C 1.447 -0.128 0.087  0.01
O 2.428 0.550 -0.108  -0.51
H 0.777 1.803 -1.188  0.33
H -0.399 -1.818 0.033  0.19
H -1.694 -0.977 -0.949  0.27
H -0.547 -0.021 1.811  0.25
H -1.748 0.897 0.783  0.27
H 1.475 -1.129 0.586  0.26

***

Entry 3:
Density functional theory data (ωB97M-V/def2-TZVPD) for a 2-piece molecular cluster, C2HFN2O2 overall in a non-equilibrium geometry.

Values from the calculation:
⟨S²⟩: 2.02
Net charge: 0
Spin multiplicity: 3
LUMO (alpha / beta) (Ha): -0.01231 / -0.12243

Each line ends with the Mulliken spin population.
Cartesian coordinates (Å):
C -0.397 -0.582 -1.009  0.04
C 0.788 0.265 -1.198  0.01
N 0.164 0.156 0.042  0.04
N -0.123 0.708 1.199  0.67
O -1.249 -1.352 -1.279  0.13
O 1.786 0.640 -1.667  0.13
F -1.434 0.534 1.543  0.07
H 0.466 -0.368 2.369  0.92

***

Entry 4:
Density functional theory data (ωB97M-V/def2-TZVPD) for a 6-piece molecular cluster, C18H29NO16 overall in a non-equilibrium geometry.

Values from the calculation:
Net charge: -2
Spin multiplicity: 1
LUMO (Ha): 0.15172

Each line ends with the Mulliken charge.
Cartesian coordinates (Å):
C -4.950 0.771 -1.761  -1.04
C -4.066 1.786 -2.547  0.31
O -3.491 2.785 -1.845  -0.93
H -5.524 1.284 -0.978  0.26
H -4.370 0.001 -1.250  0.07
H -5.715 0.360 -2.435  0.36
H -4.725 2.163 -3.370  0.22
H -3.360 1.134 -3.124  -0.31
N -0.818 0.028 0.186  0.85
O -0.054 -0.953 0.033  -0.73
O -0.386 1.108 0.671  -0.68
O -2.035 -0.071 -0.058  -0.51
C -1.867 -4.116 0.099  -1.38
C -0.745 -4.245 1.107  0.63
C -0.716 -3.160 2.185  0.07
O -0.673 -3.893 3.427  -0.35
C -0.742 -5.199 3.173  0.53
O -0.763 -6.051 3.998  -0.59
O -0.854 -5.455 1.853  -0.38
H -1.817 -4.919 -0.632  0.35
H -1.843 -3.118 -0.348  0.29
H -2.832 -4.115 0.617  0.37
H 0.222 -4.225 0.595  0.17
H -1.639 -2.585 2.127  0.24
H 0.179 -2.567 2.024  -0.02
C -0.894 0.070 -3.264  -0.85
C -1.188 1.481 -3.677  0.57
C -0.880 2.474 -2.538  0.51
O 0.129 3.345 -3.107  -0.48
C 0.438 2.960 -4.348  0.58
O 1.255 3.466 -5.054  -0.63
O -0.321 1.912 -4.727  -0.46
H -1.612 -0.312 -2.531  0.17
H -0.003 0.067 -2.629  -0.04
H -0.746 -0.664 -4.055  0.37
H -2.233 1.629 -3.953  0.32
H -0.463 1.982 -1.659  -0.32
H -1.783 3.002 -2.219  0.43
C 2.473 0.656 -1.600  -1.13
C 2.555 2.160 -1.383  1.29
C 2.793 2.553 0.092  0.08
O 3.974 3.350 0.043  -0.42
C 4.464 3.390 -1.198  0.52
O 5.482 3.926 -1.508  -0.60
O 3.688 2.689 -2.056  -0.41
H 1.660 0.211 -1.028  -0.05
H 3.424 0.157 -1.408  0.42
H 2.244 0.434 -2.647  0.35
H 1.632 2.682 -1.633  -0.31
H 2.976 1.711 0.764  -0.17
H 1.901 3.040 0.490  0.35
C 1.036 0.254 5.458  -1.77
C 1.226 -0.497 4.146  0.76
C 1.955 0.135 2.950  0.30
O 2.908 -0.823 2.595  -0.34
C 3.022 -1.786 3.524  0.71
O 3.861 -2.632 3.520  -0.61
O 2.021 -1.683 4.410  -0.40
H 1.986 0.581 5.882  0.40
H 0.496 -0.380 6.159  0.39
H 0.400 1.122 5.279  0.39
H 0.219 -0.807 3.866  0.10
H 2.275 1.161 3.147  0.35
H 1.215 0.235 2.149  -0.15

***

Entry 5:
Density functional theory data (ωB97M-V/def2-TZVPD) for C44H61CrNPS3 as an isolated structure.

Values from the calculation:
⟨S²⟩: 6.39
Net charge: +1
Spin multiplicity: 5
LUMO (alpha / beta) (Ha): -0.09060 / -0.10281

Each line ends with the Mulliken spin population.
Cartesian coordinates (Å):
Cr -0.090 0.620 1.026  3.50
C -1.418 2.147 4.543  0.01
C -0.419 3.306 4.507  0.00
S 0.001 3.965 2.877  0.00
C -1.623 4.588 2.367  0.00
C -2.062 4.077 0.999  0.00
S -2.136 2.282 0.723  0.02
C -3.353 1.727 1.950  -0.03
C -2.842 0.536 2.758  0.04
S -1.155 0.750 3.388  0.00
H -2.430 2.499 4.354  0.00
H -1.404 1.700 5.536  0.00
H 0.532 3.015 4.943  0.00
H -0.815 4.123 5.108  0.00
H -1.569 5.675 2.336  0.00
H -2.349 4.320 3.135  0.00
H -1.382 4.426 0.220  0.00
H -3.058 4.447 0.759  0.00
H -4.256 1.435 1.414  0.00
H -3.598 2.574 2.589  0.00
H -2.790 -0.358 2.132  0.01
H -3.500 0.320 3.598  0.00
C -4.795 -1.346 -0.167  -0.01
C -4.291 -0.443 -1.295  0.00
C -4.861 -0.911 -2.642  0.01
C -2.773 -0.334 -1.380  0.12
C -1.969 -1.491 -1.036  -0.11
C -0.635 -1.696 -0.843  -0.02
C -0.266 -3.192 -0.890  0.02
C -1.238 -4.120 -0.141  0.00
C -0.210 -3.663 -2.352  0.01
C 0.437 -0.672 -0.632  -0.22
C 0.269 0.711 -1.078  -0.34
C -2.238 0.762 -1.923  -0.01
C 1.496 1.648 -1.190  0.12
C 1.119 3.072 -0.763  -0.01
C 2.206 1.725 -2.547  0.04
C 1.857 -1.193 -0.630  0.00
C 2.402 -1.640 -1.838  0.00
C 3.706 -2.091 -1.918  0.01
C 4.510 -2.086 -0.783  0.00
C 3.993 -1.629 0.414  -0.01
C 2.668 -1.186 0.503  -0.06
P 1.913 -0.496 2.006  0.10
C 1.728 -1.955 3.190  -0.03
C 0.510 -2.718 2.674  0.05
C 1.450 -1.498 4.628  0.00
C 2.921 -2.910 3.190  0.00
C 3.184 0.697 2.726  -0.08
C 4.371 0.081 3.468  0.00
C 2.414 1.589 3.705  0.03
C 3.695 1.594 1.589  0.02
H -5.860 -1.177 0.001  0.00
H -4.269 -1.168 0.777  0.00
H -4.673 -2.403 -0.418  0.00
H -4.671 0.568 -1.111  0.00
H -4.500 -1.921 -2.873  0.00
H -4.553 -0.249 -3.452  0.00
H -5.954 -0.943 -2.613  0.00
H -2.555 -2.409 -1.026  0.01
H 0.728 -3.329 -0.475  0.00
H -2.125 -4.335 -0.742  0.00
H -1.574 -3.699 0.805  0.00
H -0.754 -5.079 0.062  0.00
H -1.212 -3.639 -2.789  0.00
H 0.164 -4.689 -2.412  0.00
H 0.434 -3.032 -2.967  0.00
H -2.871 1.577 -2.259  0.00
H 2.244 1.275 -0.490  0.05
H 0.369 3.482 -1.451  0.00
H 1.991 3.733 -0.783  0.00
H 0.706 3.098 0.252  0.00
H 1.588 2.233 -3.288  -0.02
H 2.470 0.740 -2.932  -0.02
H 3.129 2.300 -2.434  0.00
H 1.785 -1.615 -2.730  -0.01
H 4.103 -2.433 -2.867  0.00
H 5.537 -2.427 -0.837  0.00
H 4.635 -1.612 1.284  0.00
H -0.362 -2.064 2.559  0.03
H 0.246 -3.512 3.380  0.00
H 0.725 -3.179 1.714  -0.01
H 0.606 -0.814 4.687  0.00
H 2.320 -1.030 5.092  0.00
H 1.201 -2.381 5.226  0.00
H 3.164 -3.263 2.188  0.00
H 2.646 -3.785 3.787  0.00
H 3.813 -2.475 3.639  0.00
H 4.070 -0.454 4.368  0.00
H 5.029 0.897 3.780  0.00
H 4.964 -0.590 2.847  0.00
H 1.961 1.017 4.520  0.00
H 1.633 2.126 3.171  0.00
H 3.094 2.328 4.146  0.00
H 4.232 1.033 0.824  0.00
H 4.381 2.338 2.007  0.00
H 2.873 2.138 1.112  0.00
N -1.483 -0.221 -10.068  0.08
C -1.305 -0.023 -8.948  -0.03
C -1.082 0.220 -7.549  0.19
C -1.039 -0.854 -6.649  -0.10
C -0.832 -0.628 -5.310  0.17
C -0.682 0.698 -4.811  -0.08
C -0.706 1.767 -5.741  0.18
C -0.907 1.528 -7.079  -0.09
C -0.491 0.883 -3.452  0.36
C -0.778 0.860 -2.180  0.05
H -1.168 -1.862 -7.022  0.00
H -0.798 -1.452 -4.605  0.06
H -0.566 2.780 -5.383  0.01
H -0.930 2.348 -7.785  0.00

***

Entry 6:
Density functional theory data (ωB97M-V/def2-TZVPD) for an isolated molecule of C2H2FNO2 in a non-equilibrium geometry.

Values from the calculation:
Net charge: 0
Spin multiplicity: 1
LUMO (Ha): 0.00439

Each line ends with the Mulliken charge.
Cartesian coordinates (Å):
C 0.953 -0.911 -0.266  0.00
C -1.167 0.603 0.049  0.01
N 0.072 0.358 0.072  0.46
O 0.987 1.139 0.385  -0.67
O 0.779 -1.997 0.130  -0.33
F -2.080 -0.355 -0.049  -0.21
H 1.870 -0.479 -0.546  0.39
H -1.414 1.641 0.224  0.35

***

Entry 7:
Density functional theory data (ωB97M-V/def2-TZVPD) for a 2-piece molecular cluster, C5H10N2O overall.

Values from the calculation:
Net charge: 0
Spin multiplicity: 1
LUMO (alpha / beta) (Ha): 0.02955 / 0.02955

Each line ends with the Mulliken charge.
Cartesian coordinates (Å):
C 0.147 1.252 -0.772  -0.39
C 1.749 -0.115 0.372  -0.88
C 0.024 0.413 -2.002  -1.19
N 1.167 1.058 0.079  0.02
C -1.339 0.020 0.551  -0.03
C -0.701 -0.836 1.155  0.32
N -0.400 -1.941 1.909  -0.52
O -2.412 0.789 0.248  -0.53
H -3.066 0.683 0.953  0.32
H 1.261 1.769 0.791  0.26
H -0.252 2.256 -0.776  0.49
H 0.580 -2.164 1.969  0.29
H -0.954 -2.762 1.700  0.20
H 2.474 -0.122 1.170  0.32
H 1.763 -0.890 -0.374  0.33
H 0.875 0.566 -2.681  0.30
H -0.889 0.675 -2.535  0.35
H -0.028 -0.650 -1.760  0.33

***

Entry 8:
Density functional theory data (ωB97M-V/def2-TZVPD) for a 2-piece molecular cluster, C4H7N overall in a non-equilibrium geometry.

Values from the calculation:
Net charge: 0
Spin multiplicity: 1
LUMO (Ha): 0.02820

Each line ends with the Mulliken charge.
Cartesian coordinates (Å):
C 0.201 1.492 0.701  0.43
C 0.047 -0.800 -2.070  -0.43
C -0.622 -1.178 -0.987  -0.36
C 0.255 0.820 1.922  -0.87
N 0.142 2.167 -0.236  -0.40
H 0.461 -1.629 -2.685  0.20
H 0.441 0.177 -2.338  0.30
H -0.906 -2.226 -0.888  0.22
H -0.873 -0.581 -0.098  0.02
H -0.703 0.266 2.020  0.32
H 0.348 1.470 2.765  0.34
H 1.209 0.023 1.894  0.24